This record from the Open Molecules 2025 dataset describes a molecular structure, C11H18ClIIrN2O2P in a non-equilibrium geometry. The level of theory is ωB97M-V with the def2-TZVPD basis set.

Properties
**Relative energy (zero: lowest compared OMol25 entry of this formula, charge and spin)**: 1.094 eV
**2S+1**: 6
**Net charge**: +3

Structure (XYZ):
```
37
Properties=species:S:1:pos:R:3:lowdin_spin:R:1
C 4.9168 0.4487 -0.5241 0.195
I 2.7182 -0.0218 -0.4580 0.493
H 5.3724 -0.2909 0.1340 0.013
H 5.0073 1.4631 -0.1376 0.009
H 5.2506 0.3560 -1.5560 0.009
Ir 0.1914 -0.2615 -0.7402 1.030
P 0.2505 -1.7047 -2.4148 0.074
C 0.2469 -0.9141 -4.0516 0.009
C 1.6543 -2.8684 -2.3650 0.022
H -1.3130 -3.2463 -1.4209 0.000
H -1.2078 -3.4671 -3.2035 0.003
H -2.1319 -2.0950 -2.5181 0.001
C -1.2510 -2.7344 -2.3878 0.020
H 1.5793 -3.4646 -1.4467 0.000
H 1.6011 -3.5203 -3.2476 0.001
H 0.2718 -1.6877 -4.8288 0.002
H 1.1230 -0.2626 -4.1530 0.000
H 2.6024 -2.3159 -2.3612 0.008
H -0.6643 -0.3133 -4.1637 0.000
C 0.0278 1.2970 -1.7272 0.008
O -0.0004 2.2865 -2.3458 -0.013
Cl 0.2422 -2.2219 0.6464 0.037
N -2.2512 2.5919 5.4027 0.795
C -2.8091 2.5569 4.1489 0.488
O -3.8725 3.1256 3.9164 1.029
C -2.0397 1.8389 3.0799 0.171
C -0.7632 1.2980 3.2694 0.177
C -0.0897 0.7163 2.1963 0.016
N -0.6357 0.6977 0.9659 0.210
C -1.8791 1.1716 0.7701 0.032
C -2.6048 1.7530 1.8013 0.109
H -2.7976 3.0160 6.1358 0.015
H -1.4756 2.0144 5.6714 0.017
H -0.2688 1.3092 4.2364 0.006
H 0.8863 0.2450 2.3337 0.001
H -2.2918 1.0668 -0.2346 0.005
H -3.5953 2.1380 1.5778 0.006
```